(1)
{
  "formula": "C19H41N3O23S5",
  "method": "ωB97M-V/def2-TZVPD",
  "charge": 0,
  "e_homo_ev": -8.57,
  "orbital_gap_ha": 0.313,
  "fmax_ha_per_bohr": 0.0453,
  "symbols": ["O", "S", "O", "O", "C", "C", "O", "H", "H", "H", "H", "O", "S", "O", "O", "C", "C", "O", "H", "H", "H", "H", "O", "S", "O", "O", "C", "C", "O", "H", "H", "H", "H", "O", "S", "O", "O", "C", "C", "O", "H", "H", "H", "H", "O", "S", "O", "O", "C", "C", "O", "H", "H", "H", "H", "C", "N", "C", "C", "O", "H", "H", "H", "H", "H", "H", "H", "C", "N", "C", "C", "O", "H", "H", "H", "H", "H", "H", "H", "C", "N", "C", "C", "O", "H", "H", "H", "H", "H", "H", "H"],
  "positions_angstrom": [[-5.904, 2.358, -3.430], [-5.304, 1.427, -2.520], [-4.758, 0.225, -3.078], [-4.347, 2.259, -1.515], [-4.673, 2.242, -0.107], [-5.691, 1.113, -0.021], [-6.326, 1.098, -1.308], [-3.782, 2.168, 0.515], [-5.106, 3.211, 0.148], [-6.500, 1.321, 0.673], [-5.291, 0.098, -0.023], [-1.193, 2.237, 4.850], [-1.573, 2.934, 3.673], [-1.387, 2.377, 2.356], [-3.142, 3.361, 3.804], [-3.379, 4.640, 3.254], [-2.105, 5.470, 3.606], [-1.076, 4.485, 3.711], [-3.655, 4.424, 2.219], [-4.204, 5.170, 3.731], [-2.300, 5.976, 4.546], [-1.768, 6.080, 2.772], [5.156, 0.404, -0.341], [6.037, -0.695, -0.720], [5.529, -2.010, -0.528], [6.599, -0.433, -2.205], [7.976, -0.157, -2.226], [8.307, 0.349, -0.825], [7.494, -0.502, -0.021], [8.670, -0.990, -2.385], [8.186, 0.478, -3.086], [8.101, 1.404, -0.611], [9.366, 0.362, -0.565], [-2.816, -2.171, 3.752], [-3.731, -1.087, 3.609], [-3.780, -0.367, 2.368], [-5.214, -1.546, 4.012], [-5.861, -0.604, 4.864], [-4.711, 0.103, 5.599], [-3.532, -0.083, 4.840], [-6.408, 0.145, 4.287], [-6.563, -1.089, 5.534], [-4.497, -0.406, 6.546], [-4.913, 1.119, 5.934], [3.113, 4.308, 1.947], [2.556, 3.785, 0.730], [1.216, 3.291, 0.663], [2.695, 4.897, -0.433], [4.060, 4.925, -0.883], [4.492, 3.452, -0.830], [3.615, 2.753, 0.032], [4.207, 5.481, -1.804], [4.535, 5.538, -0.110], [5.461, 3.407, -0.329], [4.566, 2.997, -1.815], [-1.329, 0.621, -0.376], [0.097, 0.429, -0.200], [0.738, -0.640, -0.766], [2.211, -0.688, -0.552], [0.134, -1.444, -1.465], [-1.517, 1.682, -0.548], [-1.830, 0.350, 0.558], [-1.749, 0.021, -1.178], [0.555, 1.117, 0.372], [2.620, 0.301, -0.358], [2.686, -1.141, -1.420], [2.406, -1.301, 0.331], [-1.412, -4.152, 0.303], [-0.076, -4.087, -0.326], [0.665, -5.188, -0.523], [2.002, -4.933, -1.250], [0.307, -6.336, -0.305], [-2.033, -3.481, -0.285], [-1.284, -3.770, 1.316], [-1.737, -5.185, 0.358], [0.335, -3.195, -0.560], [1.885, -5.222, -2.293], [2.675, -5.626, -0.750], [2.264, -3.877, -1.206], [-0.562, -5.470, -4.217], [-0.052, -4.119, -4.026], [1.032, -3.627, -4.687], [1.349, -2.175, -4.403], [1.596, -4.245, -5.573], [-1.280, -5.583, -3.403], [0.247, -6.163, -3.985], [-1.033, -5.684, -5.172], [-0.525, -3.541, -3.353], [2.017, -1.781, -5.161], [1.718, -2.019, -3.388], [0.430, -1.586, -4.365]]
}

=====

(2)
{
  "formula": "C19H41NOP2SiSn",
  "method": "ωB97M-V/def2-TZVPD",
  "charge": 0,
  "e_homo_ev": [-5.39, -5.08],
  "orbital_gap_ha": [0.166, 0.153],
  "fmax_ha_per_bohr": 0.0672,
  "symbols": ["Sn", "P", "P", "N", "H", "C", "H", "H", "H", "C", "H", "H", "H", "C", "H", "H", "H", "C", "H", "H", "H", "C", "H", "H", "H", "C", "H", "H", "H", "C", "C", "C", "C", "C", "C", "H", "H", "H", "H", "H", "C", "O", "C", "H", "H", "H", "C", "H", "H", "H", "C", "Si", "C", "C", "C", "H", "H", "H", "H", "H", "H", "H", "H", "H", "H", "H"],
  "positions_angstrom": [[0.040, -0.376, -0.003], [2.736, -0.590, -0.630], [-2.761, -0.048, -0.360], [-0.209, -0.124, -2.063], [2.069, 0.416, 0.465], [3.094, -2.078, -1.685], [4.186, -2.239, -1.802], [2.676, -1.967, -2.703], [2.673, -2.999, -1.244], [3.991, -0.649, 0.702], [4.964, -0.938, 0.293], [3.624, -1.381, 1.435], [4.020, 0.353, 1.155], [3.185, 0.802, -1.748], [4.276, 0.887, -1.858], [2.796, 1.732, -1.317], [2.744, 0.674, -2.749], [-3.505, -1.300, -1.442], [-4.559, -1.047, -1.637], [-3.427, -2.281, -0.957], [-2.949, -1.328, -2.389], [-3.710, -0.212, 1.178], [-4.780, -0.294, 0.943], [-3.541, 0.669, 1.812], [-3.385, -1.112, 1.718], [-3.370, 1.508, -1.103], [-4.465, 1.552, -1.026], [-3.076, 1.560, -2.159], [-2.931, 2.365, -0.580], [-0.205, 0.852, -2.949], [-0.165, 1.429, -5.309], [-0.230, 0.453, -4.335], [-0.163, 2.257, -2.627], [-0.102, 3.185, -3.617], [-0.101, 2.795, -4.955], [-0.159, 1.119, -6.344], [-0.292, -0.618, -4.542], [-0.174, 2.523, -1.545], [-0.050, 4.237, -3.320], [-0.053, 3.529, -5.744], [-0.780, -3.467, 1.090], [-1.453, -2.924, 0.191], [0.384, -4.286, 0.682], [1.059, -4.524, 1.517], [1.009, -3.737, -0.074], [0.043, -5.254, 0.217], [-1.041, -3.011, 2.540], [-2.025, -3.380, 2.860], [-1.056, -1.905, 2.567], [-0.244, -3.376, 3.194], [-1.325, 1.020, 3.844], [0.330, 1.299, 3.028], [1.029, 2.968, 3.485], [1.550, -0.040, 3.499], [0.036, 1.506, 1.154], [-1.164, 1.038, 4.929], [-1.806, 0.067, 3.580], [-2.010, 1.840, 3.587], [1.178, 3.003, 4.570], [1.988, 3.142, 2.979], [0.326, 3.758, 3.188], [1.356, -1.021, 3.035], [2.583, 0.248, 3.259], [1.485, -0.178, 4.589], [-0.981, 1.817, 0.877], [0.818, 2.081, 0.656]]
}

=====

(3)
{
  "formula": "C19H42B2N2O8SSi2",
  "method": "ωB97M-V/def2-TZVPD",
  "charge": 0,
  "e_homo_ev": -8.65,
  "orbital_gap_ha": 0.313,
  "fmax_ha_per_bohr": 0.0845,
  "symbols": ["C", "C", "S", "C", "Si", "O", "C", "O", "C", "C", "C", "C", "C", "C", "O", "Si", "B", "C", "O", "B", "O", "O", "H", "H", "H", "H", "H", "H", "H", "H", "H", "H", "H", "H", "H", "H", "H", "H", "H", "H", "H", "H", "C", "C", "C", "O", "C", "N", "H", "H", "H", "H", "H", "H", "H", "H", "H", "H", "H", "C", "C", "C", "O", "C", "N", "H", "H", "H", "H", "H", "H", "H", "H", "H", "H", "H"],
  "positions_angstrom": [[-4.700, 6.324, -2.701], [-4.029, 6.229, -1.232], [-3.978, 4.481, -0.562], [-5.621, 3.631, -0.944], [-5.463, 1.723, -1.012], [-3.983, 1.300, -0.204], [-3.193, 0.374, -0.931], [-3.570, -0.719, -1.406], [-1.637, 0.751, -1.108], [-0.464, -0.188, -0.721], [0.990, 0.360, -0.918], [1.296, 1.785, -1.491], [0.110, 2.689, -1.901], [-1.325, 2.147, -1.701], [-5.673, 1.029, -2.574], [-4.946, 1.967, -3.845], [-6.252, 2.464, -5.226], [-6.051, 3.744, -6.241], [-7.477, 1.692, -5.428], [-3.685, 0.743, -4.756], [-2.490, 1.176, -5.433], [-4.036, -0.665, -4.715], [-4.018, 6.871, -3.457], [-5.703, 6.859, -2.607], [-4.844, 5.270, -3.124], [-4.607, 6.941, -0.549], [-2.964, 6.651, -1.328], [-6.284, 3.867, -0.022], [-6.160, 4.095, -1.839], [-6.560, 1.187, -0.175], [-0.655, -1.230, -0.311], [1.921, -0.255, -0.635], [2.350, 2.200, -1.640], [0.226, 3.756, -2.321], [-2.198, 2.815, -2.010], [-4.223, 3.143, -3.360], [-4.937, 3.902, -6.472], [-6.573, 4.687, -5.857], [-6.558, 3.459, -7.241], [-7.399, 1.271, -6.323], [-2.407, 0.552, -6.201], [-3.299, -1.159, -4.274], [1.665, -0.915, 4.773], [0.718, -0.928, 3.577], [0.567, -2.316, 2.919], [1.676, -2.714, 2.119], [2.778, -3.225, 2.851], [1.160, 0.082, 2.607], [2.716, -0.923, 4.477], [1.512, -0.008, 5.365], [1.485, -1.773, 5.427], [-0.272, -0.635, 3.946], [-0.287, -2.273, 2.236], [0.330, -3.089, 3.662], [2.464, -3.788, 3.735], [3.448, -2.411, 3.136], [3.342, -3.892, 2.198], [0.467, 0.146, 1.863], [1.986, -0.290, 2.137], [6.711, -3.351, 4.135], [6.581, -4.870, 4.180], [7.902, -5.614, 3.890], [8.283, -5.629, 2.518], [8.903, -4.437, 2.066], [5.515, -5.285, 3.258], [6.743, -2.961, 3.116], [5.850, -2.884, 4.623], [7.611, -3.017, 4.659], [6.275, -5.138, 5.197], [7.764, -6.664, 4.166], [8.722, -5.235, 4.514], [9.522, -3.973, 2.840], [8.148, -3.733, 1.709], [9.540, -4.686, 1.215], [5.357, -6.285, 3.369], [5.885, -5.203, 2.310]]
}

=====

no.,energy (hartree)
1,-4634.16791
2,-2064.87233
3,-2487.46387